This record from the OMol25 dataset describes a molecular structure, C5H11N2S in a non-equilibrium geometry. The level of theory is the ωB97M-V functional and the def2-TZVPD basis.

Atoms and positions in Å:
C -3.4154 1.8294 -0.4473
C -2.3791 1.0233 -0.6245
C 1.1070 -0.1585 -1.3002
C 0.3587 -0.6340 -0.1337
C 2.1770 0.4049 1.1283
N 1.1558 0.4706 0.0684
N 0.5547 -1.9327 0.5442
S -1.9301 -0.3307 0.4158
H -3.6926 2.5131 -1.2751
H -4.1898 2.1195 0.3372
H -1.6708 1.0289 -1.4496
H 2.0079 -0.7701 -1.3793
H 0.8239 0.4582 -2.1028
H 1.9816 -0.3867 1.8114
H 3.0489 0.0676 0.5830
H 2.4192 1.3897 1.6425
H 0.3643 -1.9231 1.6358
H 1.4161 -2.5341 0.3356
H -0.1376 -2.6352 0.2104

Output
- Relative energy (zero: lowest compared OMol25 entry of this formula, charge and spin): 137.4 kcal per mole
- Total charge: +1
- HOMO: -11.90 eV



This record from the OMol25 dataset describes C4H6N2O in the gas phase. The level of theory is the ωB97M-V functional and the def2-TZVPD basis.

Atoms and positions in Å:
N 1.7648 0.4624 0.4193
C 0.4748 -0.1320 0.0763
C -0.5688 0.3523 0.8832
O -0.4748 1.0700 1.9060
N -1.7146 -0.0842 0.2279
C -1.3896 -0.6904 -0.9863
C -0.0323 -0.7029 -1.1308
H 1.6895 1.4901 0.4518
H 2.5206 0.1928 -0.2098
H 2.0150 0.1924 1.3762
H -2.6420 0.1598 0.5348
H -2.1529 -1.1451 -1.6020
H 0.5103 -1.1652 -1.9465

Output
- Relative energy (zero: lowest compared OMol25 entry of this formula, charge and spin): 48.2 kcal per mole
- Total charge: 0
- HOMO: -6.48 eV



This record from the OMol25 dataset describes a gas-phase ion, C31H36BF9NO4 (charge +1) in a non-equilibrium geometry. The level of theory is the ωB97M-V functional and the def2-TZVPD basis.

Atoms and positions in Å:
C 1.5259 -1.5859 2.5396
C 2.2222 -1.0594 1.4984
N 1.6561 -0.5981 0.1980
F 2.8015 -0.1212 -0.4908
C 0.8048 0.6131 0.3891
C 1.2534 1.6217 1.4690
F 0.4904 2.7415 1.1662
F 0.9687 1.3215 2.7534
C 2.6916 2.1097 1.3829
C 3.4830 2.0846 2.5153
C 4.7706 2.5519 2.4974
C 5.3308 3.0792 1.3514
C 4.5438 3.0781 0.2279
C 5.0659 3.6020 -1.1011
F 4.7919 2.6939 -2.0663
F 4.5412 4.7892 -1.4103
F 6.4027 3.7383 -1.0909
C 3.2549 2.6166 0.2384
C -0.7478 0.3704 0.3148
C -1.4696 0.1465 1.6624
C -2.0847 1.4399 2.2729
C -3.1745 2.0718 1.3643
C -2.8961 3.5447 0.9770
O -3.1810 3.7298 -0.4255
C -2.1768 4.5205 -0.9754
O -2.4442 5.5764 -1.4818
O -1.1306 -0.5226 -0.6998
C -0.4594 -1.7629 -0.8060
C -0.9577 -2.2697 -2.1929
C -1.0527 -2.7618 0.2207
C -2.5571 -2.8410 0.4152
C -2.9851 -3.7881 1.3441
C -4.3134 -3.9607 1.6116
C -5.2985 -3.2116 0.9893
C -4.9048 -2.2630 0.0769
C -5.8960 -1.3900 -0.6707
C -3.5520 -2.1019 -0.1859
C 1.1167 -1.6401 -0.7603
B 1.5111 -1.0067 -2.2598
O 0.8246 0.1043 -2.6928
C 2.6573 -1.5231 -3.2217
C 2.8915 -0.5808 -4.4347
C 1.8448 -2.9770 -0.6462
F 1.5650 -3.7023 0.4624
F 3.1850 -2.8211 -0.6251
F 1.5762 -3.7903 -1.6712
H 1.0157 -2.5516 2.5418
H 1.5375 -1.0302 3.4824
H 3.3077 -1.0221 1.6157
H 0.9831 1.2202 -0.5100
H 3.1238 1.7187 3.4721
H 5.3462 2.5338 3.4184
H 6.3398 3.4750 1.3393
H 2.6843 2.6640 -0.6889
H -1.1160 1.3458 -0.0294
H -2.3390 -0.5133 1.5728
H -0.8502 -0.2861 2.4589
H -2.6113 1.0729 3.1652
H -1.3408 2.1422 2.6536
H -3.3149 1.4337 0.4811
H -4.1329 2.0481 1.8938
H -3.5997 4.1701 1.5383
H -1.8794 3.8424 1.2644
H -1.1632 4.0777 -0.9247
H -0.3393 -3.0572 -2.6324
H -1.1428 -1.4332 -2.8707
H -1.9488 -2.7234 -2.0909
H -0.7234 -3.7623 -0.0995
H -0.6017 -2.6464 1.2169
H -2.2719 -4.4032 1.8909
H -4.6113 -4.7142 2.3376
H -6.3528 -3.3755 1.1899
H -5.8277 -0.3360 -0.3882
H -5.6361 -1.4475 -1.7372
H -6.9072 -1.7944 -0.5840
H -3.2831 -1.3623 -0.9368
H 0.3419 -0.0782 -3.5079
H 3.6286 -1.6065 -2.7168
H 2.3940 -2.5038 -3.6502
H 3.6602 -0.9525 -5.1144
H 3.1587 0.4111 -4.0509
H 1.9823 -0.4221 -5.0296

Output
- Total charge: +1
- HOMO: -11.48 eV



This record from the OMol25 dataset describes a molecular structure, C36H25N6O2PPtS3. The level of theory is the ωB97M-V functional and the def2-TZVPD basis.

Atoms and positions in Å:
Pt -1.3952 0.1122 -0.1437
N 2.3466 -3.9545 4.8793
C 1.5472 -2.8943 4.4872
C 1.7500 -2.2783 3.2455
C 0.9827 -1.1959 2.8725
C -0.0020 -0.7127 3.7325
C -0.2195 -1.3157 4.9615
C 0.5568 -2.3983 5.3383
S -0.9984 0.6359 3.2197
O -1.8575 1.0189 4.2966
O -0.1286 1.6202 2.6292
N -1.8349 0.0072 1.9670
C -3.0781 -0.5580 2.0249
N -3.6803 -0.9248 3.1553
C -4.9033 -1.4270 3.0199
C -5.5356 -1.5929 1.7956
C -4.8058 -1.2224 0.6815
N -3.5887 -0.7090 0.7863
H 2.8511 -4.4443 4.1623
H 2.0138 -4.5331 5.6295
H 2.5164 -2.6556 2.5770
H 1.1418 -0.7216 1.9104
H -0.9979 -0.9304 5.6086
H 0.3975 -2.8712 6.3014
H -5.3976 -1.7172 3.9418
H -6.5323 -2.0002 1.7148
H -5.2009 -1.3350 -0.3233
C 4.6468 3.1051 0.6135
C 4.4720 2.9120 -0.7524
C 3.3403 2.2645 -1.2221
C 2.3750 1.8026 -0.3227
C 2.5519 2.0010 1.0447
C 3.6897 2.6521 1.5079
P 0.9285 0.8611 -0.9081
C 0.5793 1.6126 -2.5266
C 0.4047 0.8480 -3.6767
C -0.0008 1.4509 -4.8609
C -0.2407 2.8166 -4.9030
C -0.0578 3.5866 -3.7603
C 0.3513 2.9886 -2.5770
C 1.5818 -0.7973 -1.2671
C 2.9128 -1.0992 -1.3760
C 3.3251 -2.4175 -1.6768
C 2.3999 -3.3997 -1.8826
C 1.0142 -3.1222 -1.7727
C 0.0282 -4.1180 -1.9925
C -1.2991 -3.8168 -1.8832
C -1.7079 -2.5113 -1.5222
C -0.7869 -1.5253 -1.2601
C 0.6005 -1.8127 -1.4313
H 5.5306 3.6140 0.9768
H 5.2169 3.2707 -1.4525
H 3.2023 2.1212 -2.2866
H 1.7915 1.6695 1.7389
H 3.8176 2.8132 2.5711
H 0.5706 -0.2225 -3.6476
H -0.1397 0.8470 -5.7497
H -0.5716 3.2823 -5.8229
H -0.2355 4.6555 -3.7902
H 0.4859 3.5910 -1.6851
H 3.6633 -0.3308 -1.2348
H 4.3825 -2.6372 -1.7556
H 2.7125 -4.4076 -2.1345
H 0.3470 -5.1202 -2.2572
H -2.0471 -4.5808 -2.0597
H -2.7676 -2.3031 -1.4260
S -1.7749 2.6192 0.0696
C -2.5324 2.5515 -1.4314
S -2.7417 1.0547 -2.1548
C -2.9693 3.7475 -2.1016
C -2.7623 5.0358 -1.5350
N -2.5923 6.0806 -1.0759
C -3.5806 3.6961 -3.3851
N -4.0620 3.6689 -4.4332

Output
- ⟨S²⟩: 6.05
- Relative energy (zero: lowest compared OMol25 entry of this formula, charge and spin): 1.2 kcal per mole
- Total charge: 0
- HOMO (alpha / beta): -6.72 / -8.16 eV
- 2S+1: 5



This record from the OMol25 dataset describes a molecular structure, C3H12NO6Y in a non-equilibrium geometry. The level of theory is the ωB97M-V functional and the def2-TZVPD basis.

Atoms and positions in Å:
Y -0.8419 -1.9937 -0.1657
O -0.5531 -1.0206 1.9854
H -0.1211 -0.4132 2.6170
O 0.8942 -3.1309 0.5126
H 1.2633 -4.0355 0.5043
O -1.8369 -3.3614 1.2662
H -2.2458 -4.2375 1.4071
O -0.8566 -2.6103 -2.3058
H -1.1505 -2.6496 -3.2368
O -2.8419 -0.8814 0.1615
H -3.5824 -0.3598 -0.2048
C 0.4264 1.0620 -1.2095
O -0.0711 -0.0551 -1.0252
N 0.8540 1.9503 -0.2998
C 1.7181 3.1043 -0.7928
C 0.7858 1.8036 1.1398
H 0.3558 1.4886 -2.2220
H 1.5962 3.2867 -1.8604
H 2.7941 3.0969 -0.6187
H 1.2624 3.9826 -0.3356
H 1.3328 0.8800 1.3289
H 1.0133 2.5972 1.8515
H -0.1950 1.4968 1.5030

Output
- ⟨S²⟩: 0.76
- Relative energy (zero: lowest compared OMol25 entry of this formula, charge and spin): 22.8 kcal per mole
- Total charge: -1
- HOMO (alpha / beta): -4.57 / -3.56 eV
- 2S+1: 2



This record from the OMol25 dataset describes 2 unconnected molecules or ions with the total composition C4H13N2O2 in a non-equilibrium geometry. The level of theory is the ωB97M-V functional and the def2-TZVPD basis.

Atoms and positions in Å:
O -0.5378 -3.4969 -0.7990
C -1.1871 -2.5393 -0.7166
C -0.6355 -1.1677 -0.5598
C 0.8003 -1.2442 -0.0310
C 1.4864 0.1082 -0.0645
N 0.8437 1.0402 1.0768
N -1.5260 -0.4668 0.4188
H -2.2589 -2.4600 -0.6397
H -0.6180 -0.5705 -1.5479
H 1.4550 -1.9694 -0.6299
H 0.6926 -1.5752 1.0623
H 1.3775 0.6156 -0.9353
H 2.5323 0.1333 0.3336
H 1.4299 1.9122 1.0837
H 0.6948 0.5892 1.9824
H -0.2122 1.2630 0.7216
H -1.5313 -0.8668 1.3751
H -2.4945 -0.2768 0.1080
H -0.8835 3.8438 -0.7412
H 0.6413 3.8898 -0.9025
O -0.0690 3.2384 -0.5948

Output
- Relative energy (zero: lowest compared OMol25 entry of this formula, charge and spin): 68.0 kcal per mole
- Total charge: +1
- HOMO: -13.08 eV



This record from the OMol25 dataset describes a molecular structure, C5H8BeFO4 in a non-equilibrium geometry. The level of theory is the ωB97M-V functional and the def2-TZVPD basis.

Atoms and positions in Å:
O -0.2949 -1.4576 -1.1271
C -1.3324 -0.9012 -1.7430
C -1.9293 0.2150 -0.8812
O -1.8320 -0.2226 0.4780
C -0.6109 -0.2272 1.0088
O -0.0306 0.9464 1.0221
O -0.2409 -1.1984 1.6830
C 1.3456 1.0395 1.4496
H -2.9857 0.3949 -1.0995
F -2.3855 -1.8554 -1.9599
H -1.1015 -0.5243 -2.7555
H -1.3516 1.1379 -1.0209
H 1.4590 2.0888 1.7415
H 1.4734 0.4060 2.3353
C 2.3106 0.6664 0.3473
H 3.3332 0.8584 0.6989
H 2.2324 -0.3983 0.0922
H 2.1331 1.2730 -0.5503
Be -0.1921 -2.2413 0.2807

Output
- ⟨S²⟩: 0.75
- Relative energy (zero: lowest compared OMol25 entry of this formula, charge and spin): 0.0 kcal per mole
- Total charge: 0
- HOMO (alpha / beta): -5.62 / -10.67 eV
- 2S+1: 2



This record from the OMol25 dataset describes 2 unconnected molecules or ions with the total composition C5H14 in a non-equilibrium geometry. The level of theory is the ωB97M-V functional and the def2-TZVPD basis.

Atoms and positions in Å:
C -0.5530 -2.1354 -1.1140
C -0.9387 -1.2355 -2.2937
C -0.6100 -1.4185 0.2336
H -1.1653 -3.0377 -1.1089
H 0.4683 -2.4958 -1.2711
H -0.3916 -1.5621 -3.1894
H 0.0840 -1.8438 0.9224
H -0.6700 -0.1918 -2.1438
H -1.9797 -1.3154 -2.6158
H -0.2855 -0.3827 0.1104
H -1.6231 -1.3695 0.6149
C 0.2774 2.0357 1.8143
C 1.6821 2.1392 1.2186
H -0.1573 1.0936 1.4896
H 0.1334 2.3971 2.8301
H -0.3702 2.7215 1.2501
H 1.5875 2.0264 0.1453
H 2.4081 1.4533 1.6519
H 2.1037 3.1214 1.4557

Output
- Relative energy (zero: lowest compared OMol25 entry of this formula, charge and spin): 10.4 kcal per mole
- Total charge: 0
- HOMO: -11.31 eV



This record from the OMol25 dataset describes a molecular structure, C5H8 in a non-equilibrium geometry. The level of theory is the ωB97M-V functional and the def2-TZVPD basis.

Atoms and positions in Å:
C -1.7283 -0.1141 -0.6524
C -0.7725 0.6522 0.2441
C 0.3499 -0.1784 0.7972
C 1.5238 -0.1512 0.2156
C 2.5411 -0.1400 -0.5945
H -1.1723 -0.5216 -1.5022
H -2.1580 -0.9545 -0.0982
H -2.5388 0.5296 -1.0214
H -0.3725 1.4960 -0.3289
H -1.3446 1.0679 1.0792
H 0.1641 -0.8156 1.6544
H 2.1250 -1.4503 -0.4826
H 3.4261 0.5467 -0.4274

Output
- Relative energy (zero: lowest compared OMol25 entry of this formula, charge and spin): 86.6 kcal per mole
- Total charge: 0
- HOMO: -8.40 eV



This record from the OMol25 dataset describes C2H3N3O3 in the gas phase in a non-equilibrium geometry. The level of theory is the ωB97M-V functional and the def2-TZVPD basis.

Atoms and positions in Å:
C 0.0514 0.4360 -0.0119
C 1.5593 0.6612 -0.0475
H -2.1477 -0.4615 -1.1257
H -2.8579 0.8320 0.1065
H 0.9920 -1.3752 1.2258
N -2.0580 0.0282 -0.0849
N -0.9686 1.1313 0.2363
N 1.2198 -1.4263 0.1946
O -0.1306 -0.8910 -0.1999
O 2.1966 -0.5723 -0.2070
O 2.1437 1.6376 -0.0863

Output
- Relative energy (zero: lowest compared OMol25 entry of this formula, charge and spin): 125.1 kcal per mole
- Total charge: 0
- HOMO: -9.88 eV



This record from the OMol25 dataset describes 4 unconnected molecules or ions with the total composition H9O4. The level of theory is the ωB97M-V functional and the def2-TZVPD basis.

Atoms and positions in Å:
O -0.2704 0.3779 0.6853
H 0.0748 -0.5567 0.8947
H 0.3591 0.7260 -0.0514
H -1.1774 0.3104 0.2476
O -1.9108 -0.0625 -1.1880
H -1.5797 -0.1883 -2.0850
H -2.6469 -0.6894 -1.1583
O 1.3753 1.6501 -0.7235
H 1.7121 1.7829 -1.6183
H 0.9399 2.4711 -0.4997
O 0.7806 -1.8710 1.3443
H 1.2571 -1.9827 2.1728
H 1.0418 -2.5504 0.7164

Output
- Relative energy (zero: lowest compared OMol25 entry of this formula, charge and spin): 10.0 kcal per mole
- Total charge: +1
- HOMO: -16.80 eV



This record from the OMol25 dataset describes 14 unconnected molecules or ions with the total composition C4H37NO14S in a non-equilibrium geometry. The level of theory is the ωB97M-V functional and the def2-TZVPD basis.

Atoms and positions in Å:
C -2.8856 -1.0563 1.7265
C -1.4109 -1.2083 1.9830
C -1.0097 -2.5251 2.5889
S -0.8245 -2.5842 4.4983
N -0.8514 -0.9460 0.6716
C -0.7320 0.4962 0.3699
O -1.6287 0.9435 -0.5771
H -3.2670 -1.6822 0.8487
H -3.5448 -1.0829 2.5711
H -3.2124 0.0036 1.2873
H -0.9655 -0.3186 2.6312
H -0.0664 -2.9032 2.3299
H -1.8803 -3.2527 2.5427
H -0.3166 -1.3687 4.8629
H -1.3266 -1.3690 -0.2027
H 0.2878 0.6909 0.0824
H -0.9928 1.1240 1.1875
H -1.7618 0.2318 -1.2860
H 0.2733 3.7271 -1.4574
H -0.6152 2.4879 -1.7248
O 0.2666 2.7806 -1.4715
H 2.4921 -0.8681 -0.5844
H 3.5142 -1.1307 -1.7187
O 2.6206 -1.2644 -1.4714
H -2.7788 -1.1305 -2.9641
H -1.4737 -1.9500 -2.6750
O -2.0246 -1.0445 -2.4360
H -3.0823 2.3359 -0.0270
H -3.2962 3.8227 -0.3297
O -3.0220 3.2262 0.4022
H 0.5662 -2.5553 0.1181
H 1.7683 -2.7756 -0.7617
O 0.9634 -3.2104 -0.3560
H 2.2826 -1.8677 -3.1631
H 1.6637 -1.2593 -4.4713
O 1.7732 -1.9251 -3.8617
H 1.7495 1.8888 -0.2269
H 2.3558 2.8626 0.8346
O 2.4911 2.0870 0.2452
H 2.6633 0.1786 1.0658
H 1.1176 -0.5052 1.1561
O 2.1319 -0.6097 1.0196
H 1.6161 1.9207 3.7336
H 0.2799 2.2818 3.0569
O 1.2471 2.1611 2.9646
H -0.0126 -3.3501 -1.7497
H 0.4208 -2.6500 -3.0258
O -0.3308 -2.9867 -2.5938
H -2.3659 2.2216 2.6299
H -1.8178 2.8103 3.9324
O -1.7569 2.0880 3.3310
H 3.2362 1.4878 -2.4534
H 3.9251 1.6990 -0.9704
O 3.9534 1.2489 -1.8287
H 1.0420 2.1246 -2.9531
H 1.0158 0.8730 -3.8132
O 1.5360 1.5761 -3.5173

Output
- Relative energy (zero: lowest compared OMol25 entry of this formula, charge and spin): 50.3 kcal per mole
- Total charge: 0
- HOMO: -9.06 eV



| no. | DFT total energy (Ha) |
| --- | --- |
| 1 | -704.3716 |
| 2 | -340.7182 |
| 3 | -2481.8179 |
| 4 | -3521.0076 |
| 5 | -666.0712 |
| 6 | -419.9170 |
| 7 | -610.8912 |
| 8 | -198.8726 |
| 9 | -195.1540 |
| 10 | -467.7650 |
| 11 | -306.1105 |
| 12 | -1680.8213 |